DFT (ωB97M-V with the def2-TZVPD basis set) results for a structure of composition C21H26BrIN4Nb.

As for the total energy: -3963.4841 a.u. The value obtained for the LUMO energy is 2.18 eV. The energy relative to the best compared isomer or geometry (same formula, charge and spin) is 0.0 kJ/mol.

The geometry in ORCA input format:
```
! wB97M-V def2-TZVPD RIJCOSX def2/J DEFGRID3
* xyz -1 1
H -3.6343 -0.5279 0.7047
C -1.6573 -0.2024 -0.0809
C -1.3217 -1.1860 -2.2240
H -4.7123 1.4724 6.7110
H 1.8593 1.5711 4.9835
H 1.4405 3.9921 -2.8968
H 3.6347 -0.2555 -1.9906
H -0.5534 -3.9378 -3.1042
H 0.1994 -0.0923 -1.1593
C 3.6264 1.4561 -3.2963
H 2.4992 4.5577 1.4622
C -4.3071 1.1142 5.7732
C 1.5802 2.2223 -1.6941
C 1.3313 1.6102 4.0456
H 2.4341 2.1599 1.4879
C 2.2102 -5.4506 -4.3190
H 3.0168 -2.1869 -4.0410
C 0.9138 -5.3339 -3.8481
H -4.3999 -1.4882 3.6306
N 2.1703 1.0586 -1.4379
C -3.3479 -1.4262 -1.2265
N 1.1974 -2.9786 -3.5467
H 2.6046 -6.4128 -4.6186
C -0.8215 -0.4545 -1.1567
H -4.3516 -1.8355 -1.2884
H 3.5917 3.3109 3.3125
C -2.9507 -0.6988 -0.1158
C -2.9077 1.3729 3.8624
H 0.2673 1.6598 4.1971
C 2.9929 -4.3109 -4.3981
H -3.0724 2.8419 5.4161
H 0.7679 2.4902 -1.0262
H 3.3291 3.2929 -4.3714
Br -0.5483 3.4122 1.6395
H 1.5385 0.6843 3.5330
H 0.2671 -6.1963 -3.7678
H 4.0111 -4.3539 -4.7591
Nb 1.8883 3.3611 2.7210
C 1.9588 3.0580 -2.7344
C 3.1702 0.6957 -2.2315
N -3.2625 0.1914 3.3627
C -4.6842 -0.1182 5.2652
I 1.3663 5.4319 4.5519
H -2.1970 1.9460 3.2784
H 4.4506 1.1097 -3.9052
C -3.4006 1.8761 5.0586
N -2.5618 -1.6746 -2.2717
C 0.4565 -4.0778 -3.4771
C -4.1328 -0.5287 4.0618
C 3.0043 2.6665 -3.5505
H -1.3062 0.3677 0.7707
H -5.3895 -0.7493 5.7888
C 2.4390 -3.1041 -3.9994
H -0.6972 -1.4020 -3.0812
*
```